49
Properties=species:S:1:pos:R:3 method="wB97M-V/def2-TZVPD" de_lowest_ev=0.000 fmax_ev_per_a=2.95 orbital_gap_ev=9.4 total_charge=+1 lumo_ev=-2.60 homo_energy_ev=-12.0072 spin_multiplicity=1 e_tot_ev=-27690.8619 mol_weight_g_mol=274.33
C -1.2511 -1.2863 0.4151
C -0.3195 -1.8164 1.4837
C 1.0326 -1.1207 1.4360
C 2.0739 -1.6624 0.8302
C 0.8801 0.3303 3.4029
C 1.1125 0.1936 2.0973
C 1.5193 1.3393 1.2060
N -0.8023 -1.7076 -0.9628
H -1.2836 -0.1458 0.4706
H -2.2903 -1.6017 0.5567
H -0.2252 -2.9386 1.4550
H -0.7695 -1.6532 2.5147
H 2.0328 -2.5902 0.3618
H 3.0314 -1.2297 0.7651
H 0.6371 -0.4658 4.0592
H 0.9519 1.2175 3.9428
H 1.5010 2.3058 1.7332
H 0.8506 1.4227 0.3338
H 2.5160 1.1831 0.8470
H -1.0104 -2.7128 -1.1684
H 0.2630 -1.6019 -1.0588
H -1.2510 -1.1174 -1.6541
H -3.6051 -0.1430 2.8652
H -2.7239 0.6427 1.9212
O -3.0043 -0.2271 2.1662
H -2.2047 2.8964 -0.8438
H -2.6521 1.7761 0.0588
O -2.7074 2.0464 -0.8614
H 0.5977 -5.0055 -1.3722
H 1.0659 -3.5576 -1.7225
O 0.3165 -4.1185 -1.4839
H 0.1149 1.4274 -2.2689
H 1.0834 2.5276 -2.8682
O 0.8931 2.0539 -2.0507
H -1.9227 1.1241 -1.8739
H -1.7721 0.6105 -3.2767
O -1.3061 0.5654 -2.4668
H 2.1870 1.0122 -1.5584
H 3.7595 0.6793 -1.8413
O 2.8891 0.3448 -1.4382
H 0.0951 3.0742 -0.9072
H -0.1951 4.4430 -0.1878
O -0.5363 3.5332 -0.3294
H -1.1616 2.6786 1.0804
H -0.9162 1.6832 2.2688
O -1.6045 2.0058 1.6004
H 2.0868 -2.1430 -3.0374
H 2.3258 -1.2559 -1.8271
O 1.8365 -2.0107 -2.1681